{"formula": "C11H28Cl3GeN7O2PdSSi", "method": "ωB97M-V with the def2-TZVPD basis set", "e_lumo_ev": [1.955, 1.946], "homo_lumo_gap_ev": [4.49, 5.44], "e_above_lowest_kj_mol": 219.6, "largest_force_ev_per_a": 1.6, "e_tot_ha": -5242.98010, "homo_energy_ev": [-2.5, -3.5], "spin_multiplicity": 2, "total_charge": -1, "symbols": ["Pd", "Cl", "Ge", "Cl", "Cl", "N", "C", "C", "O", "O", "H", "H", "H", "H", "H", "C", "Si", "C", "C", "C", "H", "H", "H", "H", "H", "H", "H", "H", "H", "H", "H", "N", "C", "N", "N", "C", "N", "H", "H", "H", "H", "C", "N", "C", "S", "N", "C", "H", "H", "H", "H", "H", "H", "H", "H"], "positions_angstrom": [[1.08, -0.62, -0.35], [3.56, -2.38, -3.45], [2.02, -0.85, -2.73], [2.18, 0.56, -4.56], [3.52, 0.31, -1.37], [-4.26, -1.88, -3.48], [-3.49, -1.83, -2.24], [-1.99, -1.85, -2.54], [-1.67, -2.40, -3.72], [-1.17, -1.43, -1.77], [-5.24, -2.08, -3.29], [-2.50, -2.65, -4.17], [-4.22, -0.99, -3.96], [-3.70, -2.73, -1.66], [-3.68, -0.96, -1.60], [2.01, 2.95, 0.93], [0.88, 2.84, -0.60], [-0.40, 4.26, -0.39], [1.80, 3.39, -2.16], [0.00, 1.21, -0.77], [2.52, 3.92, 0.99], [2.76, 2.16, 0.88], [1.45, 2.80, 1.86], [0.11, 5.23, -0.34], [-1.02, 4.17, 0.51], [-1.07, 4.29, -1.25], [2.29, 4.36, -2.02], [1.09, 3.49, -2.99], [2.55, 2.67, -2.47], [-0.29, 1.05, -1.81], [-0.89, 1.12, -0.13], [-1.67, 1.98, 2.87], [-1.54, 0.79, 3.53], [-2.45, 0.54, 4.54], [-0.66, -0.11, 3.26], [0.33, 0.03, 2.42], [1.26, 0.04, 1.71], [-1.97, 2.76, 3.45], [-0.88, 2.20, 2.28], [-3.37, 0.89, 4.35], [-2.45, -0.44, 4.79], [3.79, -2.33, 0.99], [2.57, -2.68, 1.69], [1.37, -2.79, 1.02], [1.28, -3.26, -0.59], [0.28, -2.94, 1.86], [-1.06, -2.87, 1.29], [4.65, -2.60, 1.61], [3.83, -1.26, 0.77], [3.84, -2.88, 0.06], [2.48, -2.20, 2.58], [0.36, -2.43, 2.73], [-1.21, -3.74, 0.65], [-1.19, -1.97, 0.69], [-1.79, -2.89, 2.10]], "nbo_charge": [0.43, -0.57, 0.86, -0.59, -0.60, -0.86, -0.34, 0.78, -0.66, -0.55, 0.37, 0.50, 0.37, 0.21, 0.20, -1.11, 1.65, -1.10, -1.12, -1.29, 0.22, 0.26, 0.20, 0.21, 0.19, 0.22, 0.21, 0.23, 0.27, 0.23, 0.19, -0.80, 0.64, -0.80, -0.64, 0.43, -0.45, 0.39, 0.42, 0.38, 0.40, -0.43, -0.61, 0.24, -0.14, -0.62, -0.42, 0.18, 0.23, 0.24, 0.37, 0.37, 0.21, 0.22, 0.18]}

{"formula": "C4H16N2O2", "method": "ωB97M-V with the def2-TZVPD basis set", "e_lumo_ev": 0.204, "homo_lumo_gap_ev": 8.53, "e_above_lowest_kj_mol": 348.6, "smiles": "CC(C)NCN.O.O", "largest_force_ev_per_a": 7.5, "e_tot_ha": -421.85864, "homo_energy_ev": -8.3, "symbols": ["C", "C", "C", "N", "C", "N", "H", "H", "H", "H", "H", "H", "H", "H", "H", "H", "H", "H", "H", "H", "O", "H", "H", "O"], "positions_angstrom": [[-1.00, 0.75, 1.94], [-0.69, 0.50, 0.41], [-1.05, -0.91, -0.11], [-1.31, 1.55, -0.39], [-0.55, 2.70, -0.56], [0.26, 2.67, -1.76], [-0.48, -0.14, 2.46], [-1.98, 0.71, 2.05], [-0.37, 1.69, 2.29], [0.57, 0.68, 0.41], [-0.71, -1.59, 0.62], [-0.78, -1.15, -1.27], [-2.03, -0.63, -0.42], [-2.12, 1.33, -0.86], [-0.02, 3.18, 0.26], [-1.42, 3.55, -0.84], [1.03, 2.10, -1.83], [-0.33, 2.42, -2.53], [0.85, -4.14, 1.01], [0.13, -5.31, 1.75], [0.61, -4.52, 1.85], [3.52, -1.19, -1.92], [3.74, -2.26, -0.84], [4.14, -2.01, -1.71]], "nbo_charge": [-0.60, 0.01, -0.65, -0.71, -0.04, -0.86, 0.19, 0.19, 0.22, 0.14, 0.23, 0.21, 0.21, 0.38, 0.20, 0.16, 0.35, 0.35, 0.47, 0.47, -0.95, 0.47, 0.46, -0.93]}

{"formula": "C23H44ErN3O2P2", "method": "ωB97M-V with the def2-TZVPD basis set", "e_lumo_ev": [-5.890, -5.885], "homo_lumo_gap_ev": [7.37, 7.42], "e_above_lowest_kj_mol": 0.0, "largest_force_ev_per_a": 3.2, "e_tot_ha": -2914.83937, "homo_energy_ev": [-13.3, -13.3], "spin_multiplicity": 4, "total_charge": 2, "symbols": ["Er", "P", "P", "N", "C", "H", "H", "C", "H", "H", "C", "H", "H", "C", "H", "H", "C", "C", "H", "H", "H", "C", "C", "H", "H", "H", "C", "C", "H", "H", "H", "C", "C", "H", "H", "H", "C", "C", "H", "H", "H", "C", "H", "H", "H", "C", "H", "H", "H", "C", "H", "H", "H", "H", "H", "H", "H", "O", "H", "H", "N", "C", "O", "C", "C", "C", "C", "N", "C", "H", "H", "H", "H", "H", "H"], "positions_angstrom": [[0.55, -1.15, 0.60], [0.21, -2.39, -1.81], [-0.28, 2.64, 0.79], [1.90, -0.36, -0.85], [1.84, -2.16, -2.63], [2.45, -3.06, -2.48], [1.66, -2.04, -3.71], [2.55, -0.90, -2.07], [3.61, -1.15, -1.87], [2.57, -0.13, -2.86], [1.51, 1.05, -1.01], [0.60, 1.15, -1.63], [2.32, 1.55, -1.58], [1.34, 1.89, 0.31], [1.99, 2.77, 0.17], [1.79, 1.34, 1.17], [-0.05, 3.23, 2.52], [0.40, 2.10, 3.46], [1.43, 1.77, 3.27], [-0.26, 1.22, 3.41], [0.37, 2.47, 4.49], [-0.62, 4.01, -0.35], [-2.11, 4.37, -0.47], [-2.20, 5.24, -1.14], [-2.55, 4.65, 0.49], [-2.69, 3.55, -0.91], [-1.10, -2.90, -2.97], [-2.35, -3.41, -2.22], [-3.18, -3.48, -2.93], [-2.66, -2.72, -1.43], [-2.21, -4.41, -1.78], [0.57, -3.77, -0.58], [-0.46, -3.79, 0.58], [0.02, -4.18, 1.49], [-1.28, -4.47, 0.32], [-0.95, -2.82, 0.84], [-1.74, 1.52, 0.93], [0.24, 5.25, -0.04], [1.31, 5.04, -0.16], [-0.02, 6.05, -0.75], [0.07, 5.63, 0.98], [-0.63, -3.85, -4.07], [-1.47, -4.01, -4.76], [0.19, -3.42, -4.65], [-0.32, -4.82, -3.69], [0.71, -5.14, -1.27], [1.12, -5.85, -0.55], [-0.26, -5.53, -1.61], [1.41, -5.10, -2.12], [-1.29, 3.93, 3.07], [-2.15, 3.25, 3.15], [-1.06, 4.28, 4.08], [-1.59, 4.81, 2.48], [0.77, 3.97, 2.43], [1.57, -3.51, -0.16], [-0.29, 3.60, -1.32], [-1.38, -1.94, -3.44], [-1.20, 0.22, 0.98], [-2.54, 1.70, 0.19], [-2.56, 1.97, 1.59], [6.27, -1.27, 3.96], [5.32, -1.05, 3.01], [5.58, -0.50, 1.95], [3.93, -1.53, 3.33], [3.54, -2.14, 4.53], [2.20, -2.51, 4.70], [1.27, -2.24, 3.70], [1.65, -1.66, 2.52], [2.97, -1.31, 2.33], [7.22, -0.99, 3.75], [6.11, -1.74, 4.84], [4.26, -2.33, 5.31], [1.87, -3.00, 5.61], [0.21, -2.48, 3.81], [3.19, -0.86, 1.35]], "mulliken_charge": [0.57, 0.63, 1.24, 0.07, -0.74, 0.37, 0.51, -0.85, 0.28, 0.39, -1.00, 0.25, 0.62, -1.15, 0.69, 0.30, 0.23, -1.48, 0.32, 0.28, 0.48, 0.53, -1.41, 0.47, 0.26, 0.34, 0.65, -1.50, 0.48, 0.33, 0.20, 0.21, -1.36, 0.40, 0.44, 0.40, -0.79, -1.43, 0.34, 0.46, 0.31, -1.35, 0.46, 0.34, 0.23, -1.67, 0.46, 0.30, 0.37, -1.54, 0.32, 0.47, 0.30, 0.67, 0.52, 0.31, 0.39, -0.86, 0.41, 0.23, -0.30, 0.20, -0.60, 0.32, -0.23, -1.08, -0.39, -0.02, -0.09, 0.26, 0.13, 0.37, 0.43, 0.58, 0.71]}

{"formula": "C26H22AsClO3Re", "method": "ωB97M-V with the def2-TZVPD basis set", "e_lumo_ev": [-6.351, -8.994], "homo_lumo_gap_ev": [8.41, 5.79], "largest_force_ev_per_a": 5.7, "e_tot_ha": -4003.23073, "homo_energy_ev": [-14.8, -14.8], "spin_multiplicity": 4, "total_charge": 2, "symbols": ["Cl", "C", "C", "C", "H", "C", "C", "H", "H", "H", "C", "Re", "C", "O", "C", "O", "H", "H", "H", "O", "As", "C", "C", "C", "C", "C", "C", "C", "C", "C", "C", "C", "C", "C", "C", "C", "C", "C", "C", "H", "H", "H", "H", "H", "H", "H", "H", "H", "H", "H", "H", "H", "H", "H"], "positions_angstrom": [[5.20, -1.11, -1.94], [2.67, 0.90, 2.89], [1.70, 2.00, 2.72], [2.29, 2.93, 1.76], [0.61, 1.91, 2.97], [3.60, 2.42, 1.38], [3.83, 1.16, 2.01], [4.70, 0.50, 1.75], [2.53, -0.02, 3.48], [1.75, 3.69, 1.17], [4.55, 3.03, 0.41], [2.00, 1.00, 0.92], [2.68, 1.47, -0.93], [2.70, 1.65, -2.07], [2.70, -1.01, 0.98], [2.77, -2.16, 0.85], [4.00, 3.50, -0.42], [5.21, 2.24, -0.02], [5.18, 3.82, 0.88], [0.16, 0.69, 0.20], [-1.16, -0.35, -0.29], [-2.17, 0.99, -1.16], [-3.52, 1.14, -0.80], [-4.36, 1.90, -1.63], [-3.82, 2.56, -2.74], [-2.44, 2.55, -2.98], [-1.59, 1.81, -2.15], [-0.24, -1.67, -1.31], [-0.32, -3.01, -0.92], [0.03, -4.00, -1.85], [0.55, -3.65, -3.09], [0.74, -2.30, -3.42], [0.38, -1.30, -2.51], [-1.93, -1.05, 1.35], [-1.39, -0.75, 2.60], [-1.96, -1.36, 3.73], [-3.05, -2.21, 3.59], [-3.59, -2.50, 2.34], [-3.02, -1.92, 1.19], [-3.89, 0.67, 0.11], [-5.42, 1.94, -1.41], [-4.48, 3.10, -3.43], [-2.01, 3.10, -3.82], [-0.50, 1.86, -2.25], [-0.66, -3.27, 0.09], [-0.13, -5.05, -1.59], [0.81, -4.42, -3.83], [1.15, -2.01, -4.39], [0.57, -0.25, -2.73], [-0.55, -0.06, 2.68], [-1.52, -1.13, 4.70], [-3.48, -2.67, 4.49], [-4.44, -3.15, 2.22], [-3.41, -2.14, 0.20]], "nbo_charge": [0.01, -0.27, -0.27, -0.28, 0.30, 0.02, -0.29, 0.30, 0.29, 0.30, -0.65, 0.79, 0.61, -0.37, 0.61, -0.35, 0.24, 0.25, 0.29, -1.05, 1.94, -0.32, -0.22, -0.19, -0.16, -0.19, -0.22, -0.36, -0.22, -0.19, -0.16, -0.18, -0.24, -0.31, -0.24, -0.18, -0.17, -0.18, -0.23, 0.23, 0.25, 0.25, 0.24, 0.22, 0.24, 0.25, 0.25, 0.24, 0.22, 0.21, 0.24, 0.25, 0.25, 0.24]}

{"formula": "C37H53IO7", "method": "ωB97M-V with the def2-TZVPD basis set", "e_lumo_ev": -0.883, "homo_lumo_gap_ev": 8.23, "smiles": "O=C1c2ccccc2C(=O)c2c(CCCI)cccc21.C1CCOC1.C1CCOC1.C1CCOC1.C1CCOC1.C1CCOC1", "largest_force_ev_per_a": 0.9, "e_tot_ha": -2265.98328, "homo_energy_ev": -9.1, "symbols": ["O", "C", "C", "C", "C", "C", "C", "C", "C", "O", "C", "C", "C", "C", "C", "I", "C", "C", "C", "C", "H", "H", "H", "H", "H", "H", "H", "H", "H", "H", "H", "H", "H", "C", "C", "C", "O", "C", "H", "H", "H", "H", "H", "H", "H", "H", "C", "C", "C", "O", "C", "H", "H", "H", "H", "H", "H", "H", "H", "C", "C", "C", "O", "C", "H", "H", "H", "H", "H", "H", "H", "H", "C", "C", "C", "O", "C", "H", "H", "H", "H", "H", "H", "H", "H", "C", "C", "C", "O", "C", "H", "H", "H", "H", "H", "H", "H", "H"], "positions_angstrom": [[4.55, -0.45, 3.09], [3.86, 0.21, 2.36], [4.42, 1.39, 1.67], [5.72, 1.79, 1.95], [6.25, 2.90, 1.30], [5.49, 3.62, 0.38], [4.19, 3.21, 0.10], [3.66, 2.10, 0.74], [2.28, 1.66, 0.40], [1.74, 2.16, -0.56], [1.64, 0.61, 1.22], [0.28, 0.28, 1.11], [-0.72, 0.99, 0.22], [-1.30, 2.24, 0.94], [-0.94, 3.55, 0.27], [-1.86, 5.18, 1.35], [-0.23, -0.77, 1.87], [0.56, -1.48, 2.76], [1.89, -1.13, 2.89], [2.43, -0.10, 2.15], [6.29, 1.24, 2.67], [7.26, 3.22, 1.49], [5.92, 4.48, -0.11], [3.57, 3.73, -0.61], [-0.31, 1.22, -0.75], [-1.53, 0.31, 0.04], [-0.95, 2.25, 1.97], [-2.38, 2.19, 1.00], [-1.26, 3.59, -0.76], [0.12, 3.77, 0.30], [-1.27, -1.03, 1.76], [0.13, -2.29, 3.33], [2.53, -1.66, 3.58], [-3.40, -0.71, -4.18], [-4.41, -0.94, -3.05], [-3.49, -1.28, -1.89], [-2.27, -0.57, -2.11], [-2.26, -0.04, -3.43], [-3.78, -0.11, -5.00], [-3.07, -1.67, -4.59], [-4.95, -0.02, -2.84], [-5.13, -1.73, -3.26], [-3.26, -2.35, -1.86], [-3.91, -0.99, -0.92], [-2.41, 1.05, -3.38], [-1.29, -0.23, -3.88], [2.83, -0.33, -4.28], [2.60, -0.60, -2.80], [1.29, -1.37, -2.83], [1.27, -2.09, -4.06], [2.32, -1.62, -4.91], [3.87, -0.12, -4.53], [2.23, 0.52, -4.61], [3.40, -1.22, -2.40], [2.54, 0.31, -2.19], [0.43, -0.69, -2.81], [1.19, -2.07, -2.00], [3.11, -2.38, -4.95], [1.93, -1.48, -5.92], [-7.81, 2.72, -0.98], [-6.76, 3.62, -0.33], [-5.72, 2.60, 0.11], [-5.78, 1.52, -0.83], [-6.95, 1.66, -1.65], [-8.46, 3.24, -1.68], [-8.44, 2.27, -0.21], [-6.33, 4.29, -1.07], [-7.13, 4.22, 0.50], [-5.95, 2.20, 1.10], [-4.70, 3.00, 0.13], [-6.64, 1.98, -2.65], [-7.44, 0.70, -1.73], [-5.11, -6.16, -0.59], [-6.00, -6.55, -1.76], [-6.62, -5.21, -2.13], [-5.65, -4.21, -1.81], [-4.61, -4.79, -1.02], [-4.30, -6.86, -0.40], [-5.71, -6.07, 0.32], [-5.39, -6.92, -2.59], [-6.75, -7.30, -1.52], [-7.53, -5.01, -1.55], [-6.87, -5.13, -3.19], [-3.71, -4.88, -1.64], [-4.38, -4.13, -0.18], [8.16, 0.87, 6.75], [9.48, 0.33, 6.19], [9.31, 0.60, 4.70], [8.50, 1.77, 4.59], [7.93, 2.09, 5.86], [8.21, 1.13, 7.81], [7.37, 0.14, 6.61], [10.32, 0.91, 6.59], [9.65, -0.72, 6.42], [8.79, -0.23, 4.21], [10.26, 0.77, 4.19], [8.43, 2.97, 6.26], [6.87, 2.32, 5.73]], "mulliken_charge": [-0.69, 0.51, 0.38, -0.96, -0.58, -0.71, -0.56, 0.48, 1.26, -0.73, -0.23, 0.58, 0.21, -0.63, -1.05, -0.05, -0.66, -0.94, -0.87, -0.12, 0.72, 0.47, 0.42, 0.55, 0.49, -0.56, 0.53, 0.37, 0.48, 0.38, 0.57, 0.42, 0.52, -0.92, 0.18, -0.21, -0.16, -0.33, 0.43, 0.28, -0.28, 0.33, 0.04, 0.18, 0.26, 0.20, -0.70, 0.05, 0.26, -0.46, -0.50, 0.40, 0.27, 0.30, -0.13, -0.42, 0.31, 0.30, 0.31, -0.66, -0.60, -0.11, -0.31, -0.44, 0.34, 0.27, 0.28, 0.37, 0.24, -0.02, 0.31, 0.30, -0.61, -0.52, -0.50, -0.32, -0.36, 0.34, 0.27, 0.27, 0.33, 0.28, 0.27, 0.27, 0.29, -0.55, -0.53, -0.41, -0.37, -0.36, 0.34, 0.26, 0.26, 0.33, 0.24, 0.30, 0.26, 0.27]}

{"formula": "C12H21CoN5O5S", "method": "ωB97M-V with the def2-TZVPD basis set", "e_lumo_ev": [0.590, 0.599], "homo_lumo_gap_ev": [8.45, 8.76], "largest_force_ev_per_a": 0.8, "e_tot_ha": -2900.93409, "homo_energy_ev": [-7.9, -8.2], "spin_multiplicity": 2, "symbols": ["Co", "N", "C", "C", "C", "O", "O", "H", "H", "H", "H", "H", "H", "C", "N", "C", "C", "C", "O", "N", "C", "O", "H", "H", "H", "H", "H", "O", "H", "H", "C", "N", "C", "C", "N", "C", "S", "H", "H", "H", "H", "H", "H", "H", "H"], "positions_angstrom": [[-0.12, 0.46, 0.34], [1.98, 0.58, 0.40], [2.62, 1.47, -0.58], [1.74, 2.68, -0.86], [0.59, 2.29, -1.78], [0.46, 2.80, -2.87], [-0.20, 1.35, -1.33], [2.18, 0.88, 1.35], [2.31, -0.37, 0.32], [2.75, 0.90, -1.51], [3.62, 1.78, -0.25], [2.30, 3.48, -1.33], [1.33, 3.05, 0.09], [0.42, -1.81, 5.39], [0.09, -0.75, 4.44], [-0.42, 0.44, 4.87], [-0.73, 1.45, 4.04], [-0.52, 1.21, 2.64], [-0.73, 2.03, 1.70], [-0.04, 0.01, 2.23], [0.31, -1.00, 3.07], [0.81, -2.05, 2.70], [0.72, -1.35, 6.33], [1.24, -2.39, 4.98], [-0.43, -2.47, 5.55], [-0.55, 0.51, 5.94], [-1.11, 2.39, 4.39], [-2.42, 0.82, -0.17], [-2.52, 1.47, 0.54], [-1.97, 1.31, -0.89], [0.98, -1.98, -3.70], [-0.38, -1.70, -3.33], [-1.36, -1.31, -4.34], [-2.59, -0.91, -3.50], [-2.13, -1.15, -2.14], [-0.85, -1.51, -2.09], [0.03, -1.74, -0.65], [1.36, -1.18, -4.34], [1.05, -2.93, -4.23], [1.58, -2.04, -2.79], [-1.58, -2.15, -5.01], [-0.97, -0.49, -4.94], [-3.46, -1.52, -3.73], [-2.86, 0.14, -3.65], [-2.54, -0.70, -1.33]], "nbo_charge": [1.16, -0.83, -0.21, -0.54, 0.79, -0.65, -0.85, 0.38, 0.40, 0.20, 0.19, 0.23, 0.23, -0.41, -0.42, 0.10, -0.40, 0.60, -0.73, -0.68, 0.77, -0.64, 0.20, 0.25, 0.21, 0.21, 0.24, -0.99, 0.51, 0.51, -0.41, -0.40, -0.22, -0.23, -0.59, 0.38, -0.30, 0.20, 0.20, 0.24, 0.20, 0.21, 0.20, 0.21, 0.45]}

{"formula": "C2H6ClO4PS", "method": "ωB97M-V with the def2-TZVPD basis set", "e_lumo_ev": 0.123, "homo_lumo_gap_ev": 9.76, "e_above_lowest_kj_mol": 0.2, "largest_force_ev_per_a": 4.2, "e_tot_ha": -1580.51264, "homo_energy_ev": -9.6, "symbols": ["C", "C", "O", "O", "O", "O", "P", "S", "Cl", "H", "H", "H", "H", "H", "H"], "positions_angstrom": [[-2.36, -0.30, -1.20], [1.86, -0.15, 0.76], [1.40, -1.69, -1.75], [1.70, 1.31, -3.24], [-1.17, -1.11, -1.32], [0.64, 0.13, 0.00], [0.37, -0.64, -1.39], [0.38, 1.23, -2.70], [-0.77, 0.21, -4.04], [-2.40, 0.23, -0.18], [-3.13, -1.09, -1.18], [-2.47, 0.28, -2.15], [2.76, 0.29, 0.23], [1.98, -1.16, 1.01], [1.86, 0.53, 1.71]], "nbo_charge": [-0.27, -0.25, -1.02, -0.89, -0.82, -0.84, 2.11, 1.01, -0.25, 0.20, 0.21, 0.21, 0.20, 0.20, 0.20]}

{"formula": "C4H9NO2", "method": "ωB97M-V with the def2-TZVPD basis set", "e_lumo_ev": 0.720, "homo_lumo_gap_ev": 10.37, "e_above_lowest_kj_mol": 137.6, "smiles": "C[C@H](O)CC(N)=O", "largest_force_ev_per_a": 3.5, "e_tot_ha": -363.03313, "homo_energy_ev": -9.6, "symbols": ["C", "C", "C", "O", "C", "N", "O", "H", "H", "H", "H", "H", "H", "H", "H", "H"], "positions_angstrom": [[0.02, -0.49, 0.75], [-0.45, 0.31, -0.47], [-2.00, 0.00, -0.53], [0.31, 0.09, -1.65], [1.48, -0.29, 1.11], [2.01, 0.70, 0.31], [2.01, -0.83, 2.05], [-0.19, -1.50, 0.47], [-0.50, -0.30, 1.64], [-0.37, 1.38, -0.24], [-2.32, -0.97, -0.08], [-2.25, 0.21, -1.66], [-2.69, 0.70, -0.07], [0.44, -0.91, -1.68], [1.64, 0.86, -0.60], [2.86, 1.06, 0.65]], "nbo_charge": [-0.53, 0.08, -0.66, -0.71, 0.68, -0.85, -0.61, 0.21, 0.25, 0.19, 0.21, 0.23, 0.23, 0.47, 0.42, 0.40]}